No. 1
Density functional theory data (the ωB97M-V functional and the def2-TZVPD basis) for an isolated molecule of C5H9NO at a distorted geometry.

XYZ file:
```
16
Properties=species:S:1:pos:R:3:mulliken_charge:R:1
C -1.8337 0.0253 -0.3118 -1.632
C -0.5395 -0.4607 0.2782 0.470
O -0.2297 -1.7795 0.1051 -0.499
C 0.6657 0.4415 0.0356 0.614
C 2.0645 -0.1563 0.1374 -1.277
C 0.4889 1.5993 -0.8277 0.129
N 0.3332 2.5730 -1.4392 -0.479
H -1.9879 1.0798 -0.0695 0.379
H -2.6311 -0.5657 0.1434 0.475
H -1.8557 -0.0879 -1.3995 0.357
H -0.7388 -0.3084 1.5856 0.060
H -1.0128 -2.2537 0.4101 0.379
H 0.1998 0.5368 1.1174 0.021
H 2.8031 0.6489 0.1768 0.406
H 2.3516 -0.8413 -0.6680 0.270
H 2.1202 -0.7083 1.0782 0.327
```

Summary:
- HOMO-LUMO gap: 9.84 eV
- Total energy: -325.79966 hartree
- ΔE to the lowest compared entry with this formula, charge and spin: 86.5 kcal per mole
- HOMO: -9.4 eV

=====

No. 2
Density functional theory data (the ωB97M-V functional and the def2-TZVPD basis) for a cluster of 2 separate species, C8H8INO9PS2 in total at a distorted geometry.

XYZ file:
```
30
Properties=species:S:1:pos:R:3:mulliken_charge:R:1
O -1.5845 1.2379 0.6051 -0.158
C -2.1630 0.2981 0.9650 -0.031
I -3.9352 0.3499 2.2247 -0.043
C -1.6373 -1.0338 0.5251 -1.235
C -0.1440 -0.8567 0.3776 0.766
C 0.6160 -0.5647 1.5242 0.547
C 0.0038 -0.4049 2.8861 0.179
O -0.1237 0.6578 3.3931 -0.433
O -0.4104 -1.5337 3.5160 -0.481
C 2.0062 -0.4232 1.4390 -0.618
C 2.6172 -0.5619 0.2267 -0.776
N 1.8780 -0.8053 -0.8753 0.125
C 0.5232 -0.9520 -0.8290 0.233
P -0.2661 -1.2678 -2.4015 0.478
O 0.7102 -0.4932 -3.3988 -0.463
O -1.6657 -0.5480 -2.4797 -0.558
S -0.3136 -3.1475 -2.8081 -0.426
H -1.8283 -1.7997 1.2749 0.575
H -2.1720 -1.3750 -0.3533 0.588
H -0.2222 -2.3025 2.9634 0.414
H 2.5630 -0.2246 2.3388 0.538
H 3.6811 -0.4826 0.0889 0.409
H 2.3377 -0.8962 -1.7689 0.228
H 0.5976 -0.8653 -4.2846 0.341
H -1.6010 0.3986 -2.2271 0.443
O 0.6461 3.1766 0.6887 -0.680
S 0.0788 3.6615 -0.6064 1.146
O 0.3887 2.5980 -1.6283 -0.656
O 0.7015 4.9323 -1.0034 -0.711
O -1.3857 3.8039 -0.4769 -0.742
```

Summary:
- HOMO-LUMO gap: 3.34 eV
- Total energy: -2477.04172 hartree
- Charge: -1
- HOMO: -3.0 eV

=====

No. 3
Density functional theory data (the ωB97M-V functional and the def2-TZVPD basis) for a structure of composition C17H29Ca2Cl2FN2O3PS at a distorted geometry.

XYZ file:
```
58
Properties=species:S:1:pos:R:3:mulliken_charge:R:1
C -2.9342 0.8613 -3.9827 -1.707
C -3.1663 -0.2248 -2.9013 0.577
P -1.7007 -0.0110 -1.8527 0.500
C -0.2715 -0.2319 -2.9676 -1.510
N -1.6154 -1.4584 -0.5953 0.199
S -3.3155 -1.6592 -0.1675 0.020
C -0.8354 -1.1079 0.6947 -1.081
C -1.0427 0.2779 1.1932 1.355
C -2.1635 0.5983 1.9586 -0.825
C -2.4020 1.8613 2.4376 -0.737
C -1.4867 2.8646 2.1497 -0.610
C -0.3430 2.5520 1.4237 -1.274
C -0.0941 1.2781 0.9398 1.542
C 1.1878 1.0535 0.1717 -1.648
O -1.2478 -2.8554 -1.1697 -0.372
C 0.0182 -3.0754 -1.2894 0.304
N 1.1632 -3.1220 -1.5004 -0.386
H -2.4116 1.7249 -3.5634 0.466
H -2.3625 0.4759 -4.8228 0.387
H -3.8981 1.2473 -4.2917 0.469
H -4.0722 0.0469 -2.3419 -0.462
H -3.2461 -1.2128 -3.3529 0.498
H -0.5494 -0.7623 -3.8772 0.459
H 0.0580 0.7657 -3.2532 0.488
H 0.5823 -0.7216 -2.5053 0.487
H -3.1532 -2.5189 0.8550 0.217
H 0.2395 -1.2507 0.5922 0.433
H -1.1856 -1.7695 1.4904 0.574
H -2.8921 -0.1803 2.1620 0.362
H -3.2880 2.0813 3.0143 0.446
H -1.7240 3.8777 2.5309 0.207
H 0.3560 3.3575 1.2547 0.478
H 1.8434 1.8945 0.3897 0.464
H 1.7149 0.1695 0.5351 0.385
H 1.0463 1.0496 -0.9087 0.135
F -5.8250 -0.9370 -1.6033 -0.735
C 4.0720 -4.6848 -2.6062 -0.793
C 5.0189 -5.7401 -3.3091 -0.181
O 5.9662 -5.0456 -3.8731 -0.440
H 3.6420 -3.9950 -3.3290 0.305
H 3.2571 -5.2325 -2.1176 0.162
H 4.6102 -4.1131 -1.8533 0.359
H 4.3511 -6.3348 -3.9684 0.243
H 5.3070 -6.4496 -2.5031 0.232
Ca -6.5112 0.6925 -0.9828 1.475
Cl -4.7609 3.0492 -2.4915 -0.705
Ca 0.4195 -5.0552 0.3113 0.916
Cl -3.0246 4.5789 3.9745 -0.691
C 3.7177 4.0990 4.6375 -1.225
C 2.5209 3.4456 3.9941 0.824
O 2.2305 3.6524 2.8381 -0.493
C 1.6951 2.5226 4.8571 -0.792
H 4.2176 4.7342 3.9104 0.310
H 3.3995 4.7106 5.4826 0.342
H 4.4181 3.3377 4.9850 0.329
H 1.2922 3.0690 5.7105 0.353
H 2.3111 1.6947 5.2140 0.328
H 0.8670 2.1258 4.2725 0.036
```

Summary:
- HOMO-LUMO gap: 1.25 eV
- Total energy: -4114.75564 hartree
- Charge: +1
- HOMO: -8.4 eV